{
  "formula": "C2H3O6S2",
  "method": "ωB97M-V/def2-TZVPD",
  "multiplicity": 1,
  "relative_energy_kj_mol": 348.2,
  "total_charge": -1,
  "homo_energy_ha": -0.1743,
  "elements": ["C", "C", "O", "O", "O", "O", "O", "O", "S", "S", "H", "H", "H"],
  "xyz": [[-0.14506, 0.17288, 0.50108], [-1.58285, -0.17231, 0.07478], [0.32688, 2.19400, -1.21450], [1.85873, -1.89439, 0.52515], [0.17881, -1.96604, -1.09277], [1.88353, 1.96400, 0.64219], [1.64300, 0.03836, -1.00048], [-0.08911, 0.04116, 2.30371], [0.89280, -1.14000, -0.16885], [0.91160, 1.36566, -0.18494], [-2.26733, -0.35591, 0.86649], [-1.58746, -0.94868, -0.68127], [-2.02353, 0.70126, -0.57058]],
  "forces_ev_per_angstrom": [[-1.5, -2.9, 6.4], [-0.3, 3.3, -2.7], [-0.1, -0.7, 0.7], [1.1, 0.3, 1.8], [-0.8, 0.1, -0.8], [0.4, -0.1, 0.8], [0.1, 1.1, 0.5], [0.0, 0.6, -5.3], [0.3, -0.7, -1.4], [0.1, 0.6, -2.7], [0.0, -0.1, 0.9], [0.1, -0.4, 0.4], [0.8, -1.1, 1.3]],
  "mulliken_charge": [0.727, -1.202, -0.607, -0.595, -0.656, -0.541, -0.346, -0.738, 1.022, 0.998, 0.323, 0.361, 0.255]
}


{
  "formula": "C2H3OP",
  "method": "ωB97M-V/def2-TZVPD",
  "multiplicity": 1,
  "relative_energy_kj_mol": 207.7,
  "smiles": "O[C@H]1C=P1",
  "homo_energy_ha": -0.3117,
  "elements": ["O", "C", "C", "P", "H", "H", "H"],
  "xyz": [[0.35287, -0.57928, 1.28708], [-0.15267, -0.30807, -0.02563], [-0.09300, 1.05769, -0.54104], [0.60857, 0.26329, -1.84760], [0.31070, -1.53209, 1.17657], [-1.05757, -0.82628, -0.12810], [0.03110, 1.92474, 0.07871]],
  "forces_ev_per_angstrom": [[0.3, -0.2, -2.3], [0.1, 2.5, -0.1], [1.1, -1.7, 0.1], [-0.5, 0.0, 1.9], [0.4, -0.5, 1.2], [-1.2, -0.8, -0.5], [-0.4, 0.7, -0.3]],
  "mulliken_charge": [-0.485, -0.232, -0.210, -0.057, 0.351, 0.318, 0.315]
}


{
  "formula": "C2H3OPS2",
  "method": "ωB97M-V/def2-TZVPD",
  "multiplicity": 1,
  "relative_energy_kj_mol": 148.1,
  "smiles": "C#CP(=O)=S.S",
  "homo_energy_ha": -0.3652,
  "elements": ["C", "C", "P", "O", "S", "H", "S", "H", "H"],
  "xyz": [[-0.44594, -2.32838, -0.21722], [-0.32684, -1.31713, -0.85148], [0.01340, 0.22172, -1.61874], [-1.15486, 1.07938, -1.78864], [1.81107, 0.65136, -2.14429], [-0.64683, -3.37524, 0.13060], [0.79795, 1.78707, 2.01201], [-0.25521, 2.43695, 1.96091], [0.20728, 0.84427, 2.51684]],
  "forces_ev_per_angstrom": [[-0.6, -2.3, 0.1], [0.5, 0.8, -0.1], [1.2, 0.8, -0.4], [-0.4, -0.4, 0.2], [-1.1, -0.8, 0.5], [0.4, 1.8, -0.2], [4.8, 1.4, -1.6], [-2.9, 2.0, -0.2], [-1.9, -3.4, 1.8]],
  "mulliken_charge": [0.300, -0.487, 0.588, -0.510, -0.244, 0.360, -0.268, 0.142, 0.119]
}


{
  "formula": "C2H3OPt",
  "method": "ωB97M-V/def2-TZVPD",
  "multiplicity": 4,
  "relative_energy_kj_mol": 234.8,
  "homo_energy_ha": [-0.2447, -0.3286],
  "elements": ["H", "O", "C", "C", "H", "H", "Pt"],
  "xyz": [[-0.66170, 0.53635, -1.06400], [1.07140, -1.11609, -0.05033], [-0.19711, -0.99615, -0.12943], [-0.72778, 0.37330, 0.09755], [-1.80296, 0.34119, 0.32848], [-0.16355, 1.01243, 0.80126], [2.48170, -0.15103, 0.01648]],
  "forces_ev_per_angstrom": [[0.0, 0.8, 1.8], [-11.2, -5.1, 0.0], [2.0, -0.8, 0.0], [-0.6, -0.7, -1.1], [0.5, 0.1, -0.1], [-0.1, -0.1, -0.8], [9.4, 5.8, 0.2]],
  "mulliken_spin": [0.002, 0.201, 0.353, 0.124, -0.009, 0.008, 2.321]
}


{
  "formula": "C2H3OS3",
  "method": "ωB97M-V/def2-TZVPD",
  "multiplicity": 1,
  "relative_energy_kj_mol": 15.0,
  "total_charge": -1,
  "homo_energy_ha": -0.1548,
  "elements": ["C", "C", "O", "S", "S", "S", "H", "H", "H"],
  "xyz": [[-0.57069, -0.42879, -0.05575], [-1.23623, 0.73505, 0.47043], [2.28079, 0.03729, -0.50133], [-0.60774, -0.89060, -1.64948], [-2.76670, 1.19882, 0.12145], [0.01877, -1.30186, 1.27664], [-0.71891, 1.24654, 1.27851], [1.93566, -0.42374, 0.27084], [1.66505, -0.17272, -1.21129]],
  "forces_ev_per_angstrom": [[0.2, -1.5, 0.0], [-1.3, 1.2, 0.3], [0.9, 0.4, -0.2], [0.0, 0.2, -0.1], [0.4, -0.1, 0.1], [0.0, -0.1, 0.0], [0.2, 0.1, -0.2], [-0.2, -0.1, -0.1], [-0.1, -0.1, 0.1]],
  "mulliken_charge": [0.006, -0.208, -0.614, -0.381, -0.277, -0.423, 0.298, 0.304, 0.295]
}


{
  "formula": "C2H3OS3",
  "method": "ωB97M-V/def2-TZVPD",
  "multiplicity": 1,
  "relative_energy_kj_mol": 192.7,
  "total_charge": -1,
  "homo_energy_ha": -0.1369,
  "elements": ["C", "C", "O", "S", "S", "S", "H", "H", "H"],
  "xyz": [[-0.81319, 0.53274, 0.23176], [0.44260, -0.23384, 0.05577], [-0.77585, 1.75479, 0.11935], [-2.23367, -0.37275, 0.47210], [0.58326, -1.88100, 0.65864], [1.91285, 0.78707, 0.27812], [0.30356, -0.43805, -1.63155], [-0.78391, -2.01619, 0.19327], [1.36435, 1.86722, -0.37747]],
  "forces_ev_per_angstrom": [[-1.6, 0.8, -0.1], [1.5, -0.3, -4.3], [0.3, 0.2, 0.0], [-0.6, -0.4, 0.0], [-1.0, -0.2, -0.4], [-0.2, 0.2, -0.4], [0.3, 0.6, 3.6], [1.1, 0.1, 0.9], [0.2, -0.7, 0.6]],
  "mulliken_charge": [0.451, -0.223, -0.607, -0.578, -0.246, -0.248, 0.162, 0.142, 0.147]
}


What is the formula in the sixth record?
C2H3OS3


Which value of multiplicity does entry 2 give?
1


The highest multiplicity belongs to which entry?
C2H3OPt